Run one
ORCA calculation (the ωB97M-V functional and the def2-TZVPD basis) on a single C2H6ClFSi molecule.

Computed properties:
SMILES: C[Si](C)(F)Cl
LUMO level: 0.7 eV

Each line ends with the natural charge from an NBO analysis.
Cartesian coordinates (Å):
1 C 0.46 1.74 -0.69  -1.02
2 Si 1.11 -0.10 0.15  1.75
3 C 0.38 -1.64 -0.64  -1.16
4 F 0.57 0.17 1.76  -0.66
5 Cl 3.12 -0.10 0.40  -0.38
6 H -0.63 1.53 -0.98  0.23
7 H 0.64 2.55 0.02  0.24
8 H 1.11 2.02 -1.46  0.22
9 H 0.01 -2.56 -0.06  0.28
10 H -0.48 -1.21 -1.17  0.25
11 H 1.08 -2.04 -1.29  0.25

Run two
ORCA calculation (the ωB97M-V functional and the def2-TZVPD basis) on a single C2H6ClFSi molecule.

Computed properties:
SMILES: C[Si](C)(F)Cl
LUMO level: 0.2 eV

Each line ends with the natural charge from an NBO analysis.
Cartesian coordinates (Å):
1 C 1.26 1.11 0.26  -1.14
2 Si -0.19 0.63 -0.86  1.79
3 C -0.70 -1.20 -0.83  -1.11
4 F 0.84 0.72 -2.36  -0.69
5 Cl -1.74 1.90 -1.50  -0.37
6 H 0.91 1.93 0.93  0.25
7 H 1.49 0.16 0.81  0.25
8 H 2.15 1.55 -0.24  0.29
9 H -0.36 -1.96 -1.42  0.26
10 H -0.33 -1.45 0.10  0.22
11 H -1.80 -1.28 -0.89  0.25

Most stable structure - run one; separation to the second - 0.422 eV.

Run one
ORCA calculation (the ωB97M-V functional and the def2-TZVPD basis) on a 8-piece molecular cluster, H16O8 overall.

Computed properties:
SMILES: O.O.O.O.O.O.O.O
LUMO level: -0.7 eV

Each line ends with the natural charge from an NBO analysis.
Cartesian coordinates (Å):
1 O -8.47 -13.76 10.57  -0.96
2 H -8.29 -14.54 10.04  0.51
3 H -9.38 -13.65 10.84  0.49
4 O -7.54 -12.38 12.70  -1.02
5 H -7.87 -13.02 12.08  0.50
6 H -8.16 -11.71 12.98  0.50
7 O -7.77 -12.20 8.39  -0.96
8 H -8.08 -12.69 9.19  0.48
9 H -7.97 -12.78 7.66  0.46
10 O -5.21 -14.22 11.70  -0.94
11 H -4.95 -13.94 10.79  0.47
12 H -5.78 -13.47 11.91  0.47
13 O -5.94 -12.79 15.03  -0.96
14 H -6.57 -12.88 14.32  0.48
15 H -5.13 -12.63 14.55  0.47
16 O -9.81 -9.64 15.40  -0.96
17 H -9.98 -10.27 14.68  0.48
18 H -8.86 -9.75 15.57  0.47
19 O -5.24 -10.94 11.24  -0.93
20 H -5.09 -10.00 11.27  0.46
21 H -6.09 -10.96 11.63  0.47
22 O -9.99 -11.12 13.16  -0.95
23 H -9.91 -10.40 12.57  0.49
24 H -10.60 -11.76 12.77  0.49

Run two
ORCA calculation (the ωB97M-V functional and the def2-TZVPD basis) on a 8-piece molecular cluster, H16O8 overall.

Computed properties:
SMILES: O.O.O.O.O.O.O.O
LUMO level: 0.1 eV

Each line ends with the natural charge from an NBO analysis.
Cartesian coordinates (Å):
1 O -2.40 -2.39 -0.59  -0.97
2 H -1.67 -1.74 -0.67  0.49
3 H -2.72 -2.53 -1.48  0.46
4 O -0.78 2.81 2.81  -0.97
5 H -0.76 3.47 2.11  0.47
6 H -1.21 2.02 2.42  0.49
7 O -1.80 0.69 -2.70  -0.96
8 H -1.77 -0.15 -3.18  0.46
9 H -1.23 0.55 -1.93  0.49
10 O 2.38 2.12 2.00  -0.95
11 H 1.71 1.63 1.50  0.47
12 H 1.93 2.40 2.80  0.48
13 O -0.32 -0.44 -0.43  -1.02
14 H -0.66 -0.36 0.49  0.50
15 H 0.65 -0.35 -0.35  0.50
16 O 1.90 -2.27 -2.27  -0.94
17 H 2.12 -3.16 -1.95  0.48
18 H 2.69 -1.97 -2.73  0.47
19 O 2.61 -0.09 -0.31  -0.96
20 H 3.00 0.51 -0.96  0.48
21 H 2.51 -0.94 -0.78  0.49
22 O -1.76 0.25 1.89  -0.97
23 H -2.69 0.26 1.62  0.50
24 H -1.75 -0.31 2.69  0.49

Most stable structure - run two; separation to the second - 0.779 eV.

Run one
ORCA calculation (the ωB97M-V functional and the def2-TZVPD basis) on a 8-piece molecular cluster, H16O8 overall.

Computed properties:
SMILES: O.O.O.O.O.O.O.O
LUMO level: 0.0 eV

Each line ends with the natural charge from an NBO analysis.
Cartesian coordinates (Å):
1 O -0.86 0.46 3.21  -0.95
2 H -1.11 -0.39 3.60  0.46
3 H -0.57 0.23 2.34  0.48
4 O -1.87 -1.60 -1.75  -0.96
5 H -2.21 -0.79 -1.36  0.48
6 H -2.68 -2.01 -2.02  0.48
7 O 0.71 2.12 -1.11  -0.94
8 H 1.57 2.51 -0.97  0.48
9 H 0.24 2.27 -0.30  0.47
10 O 2.02 1.39 1.62  -0.98
11 H 1.63 0.82 0.95  0.49
12 H 1.43 1.57 2.35  0.48
13 O -3.03 -0.21 0.97  -0.96
14 H -2.17 -0.09 0.62  0.47
15 H -2.87 -0.53 1.89  0.47
16 O 0.70 -0.89 -3.14  -0.97
17 H 1.45 -0.87 -2.53  0.47
18 H -0.12 -1.05 -2.67  0.49
19 O 2.41 -0.23 -0.69  -0.94
20 H 2.82 -0.97 -0.30  0.47
21 H 3.06 -0.03 -1.32  0.48
22 O -0.32 -0.38 0.51  -1.00
23 H -0.30 -1.32 0.39  0.50
24 H 0.08 0.00 -0.29  0.52

Run two
ORCA calculation (the ωB97M-V functional and the def2-TZVPD basis) on a 8-piece molecular cluster, H16O8 overall.

Computed properties:
SMILES: O.O.O.O.O.O.O.O
LUMO level: 0.2 eV

Each line ends with the natural charge from an NBO analysis.
Cartesian coordinates (Å):
1 O -0.30 0.87 -0.47  -0.95
2 H 0.42 0.36 -0.85  0.48
3 H -0.68 0.28 0.20  0.46
4 O -3.06 2.26 -0.01  -0.93
5 H -2.34 1.77 0.39  0.47
6 H -3.09 3.09 0.47  0.46
7 O 2.01 -2.17 -2.81  -0.94
8 H 1.22 -1.61 -2.82  0.47
9 H 2.74 -1.54 -2.85  0.47
10 O 0.83 0.27 -5.01  -0.94
11 H 0.88 0.02 -5.93  0.47
12 H 0.51 1.18 -5.03  0.47
13 O 0.50 -0.75 1.59  -0.94
14 H 0.59 -1.54 2.13  0.47
15 H 0.00 -0.14 2.14  0.47
16 O -1.36 0.36 3.97  -0.93
17 H -1.83 1.06 4.45  0.48
18 H -1.63 0.49 3.05  0.46
19 O 1.71 2.49 -0.51  -0.93
20 H 2.66 2.57 -0.67  0.46
21 H 1.31 2.91 -1.28  0.47
22 O -0.30 -3.51 3.36  -0.93
23 H -0.08 -3.17 2.49  0.45
24 H -0.87 -4.27 3.18  0.47

Most stable structure - run one; separation to the second - 0.933 eV.

Run one
ORCA calculation (the ωB97M-V functional and the def2-TZVPD basis) on a 8-piece molecular cluster, H16O8 overall.

Computed properties:
SMILES: O.O.O.O.O.O.O.O
LUMO level: -0.2 eV

Each line ends with the natural charge from an NBO analysis.
Cartesian coordinates (Å):
1 O -2.06 -1.26 -1.39  -0.95
2 H -1.98 -0.33 -1.53  0.48
3 H -3.00 -1.38 -1.20  0.47
4 O -1.61 3.59 -1.26  -0.94
5 H -1.24 2.82 -0.79  0.48
6 H -0.85 3.96 -1.72  0.46
7 O -3.05 1.06 0.86  -0.94
8 H -3.16 0.16 1.23  0.44
9 H -2.10 1.06 0.79  0.49
10 O 2.05 0.96 -1.04  -0.96
11 H 2.41 0.41 -0.34  0.48
12 H 1.63 0.35 -1.68  0.49
13 O -0.35 0.82 0.30  -1.02
14 H 0.53 0.99 0.09  0.49
15 H -0.41 -0.12 0.51  0.50
16 O -0.51 -1.67 1.42  -0.94
17 H -1.38 -1.47 1.81  0.48
18 H -0.62 -2.45 0.93  0.49
19 O 2.65 -0.55 1.36  -0.95
20 H 2.44 -0.88 2.21  0.50
21 H 3.61 -0.62 1.32  0.48
22 O 2.00 -1.95 -0.84  -0.96
23 H 2.94 -1.98 -1.05  0.46
24 H 2.05 -1.52 0.01  0.48

Run two
ORCA calculation (the ωB97M-V functional and the def2-TZVPD basis) on a 8-piece molecular cluster, H16O8 overall.

Computed properties:
SMILES: O.O.O.O.O.O.O.O
LUMO level: -0.3 eV

Each line ends with the natural charge from an NBO analysis.
Cartesian coordinates (Å):
1 O 3.03 -1.89 1.35  -0.97
2 H 3.69 -1.16 1.54  0.49
3 H 2.11 -1.55 1.29  0.48
4 O -1.23 -1.52 2.29  -0.98
5 H -0.92 -1.62 3.35  0.50
6 H -1.96 -2.19 2.30  0.49
7 O -2.04 0.62 -2.21  -1.00
8 H -2.70 1.27 -1.93  0.50
9 H -2.33 -0.02 -2.93  0.51
10 O -0.04 -0.31 -0.33  -0.94
11 H -0.58 -0.75 0.30  0.48
12 H -0.73 0.04 -0.78  0.49
13 O 0.75 -1.67 -2.54  -0.99
14 H 0.46 -1.29 -1.64  0.48
15 H 1.56 -2.18 -2.25  0.47
16 O 0.08 2.56 -3.08  -0.92
17 H -0.63 2.08 -2.92  0.46
18 H 0.28 2.29 -3.94  0.46
19 O 1.74 1.16 1.45  -0.95
20 H 1.24 0.74 0.87  0.47
21 H 1.39 2.02 1.61  0.47
22 O -0.81 1.19 2.97  -0.99
23 H -1.05 0.25 2.71  0.50
24 H -1.29 1.92 2.53  0.48

Run three
ORCA calculation (the ωB97M-V functional and the def2-TZVPD basis) on a 8-piece molecular cluster, H16O8 overall.

Computed properties:
SMILES: O.O.O.O.O.O.O.O
LUMO level: -0.4 eV

Each line ends with the natural charge from an NBO analysis.
Cartesian coordinates (Å):
1 O 18.14 6.28 18.88  -0.95
2 H 18.87 6.55 18.30  0.48
3 H 18.43 5.46 19.22  0.47
4 O 19.29 3.99 15.11  -0.96
5 H 19.83 3.42 15.62  0.48
6 H 18.34 3.88 15.39  0.47
7 O 21.39 2.87 16.45  -0.97
8 H 22.03 3.50 16.04  0.50
9 H 21.87 2.11 16.71  0.50
10 O 20.64 1.02 18.96  -0.98
11 H 20.03 1.50 18.38  0.45
12 H 20.17 0.85 19.79  0.50
13 O 18.15 3.82 20.37  -0.96
14 H 17.80 4.01 21.22  0.49
15 H 17.60 3.15 19.99  0.48
16 O 20.28 4.41 18.56  -0.99
17 H 20.67 3.86 17.91  0.50
18 H 19.79 3.98 19.22  0.49
19 O 20.90 6.44 16.79  -0.95
20 H 20.81 5.75 17.49  0.48
21 H 21.29 5.92 16.08  0.45
22 O 19.34 1.13 21.24  -0.93
23 H 18.47 0.79 21.40  0.47
24 H 19.19 2.06 21.22  0.48

Run four
ORCA calculation (the ωB97M-V functional and the def2-TZVPD basis) on H16O8 as an isolated structure.

Computed properties:
LUMO level: 0.1 eV

Each line ends with the natural charge from an NBO analysis.
Cartesian coordinates (Å):
1 H 0.27 -1.11 0.53  0.48
2 H 0.21 -0.18 -0.68  0.44
3 H -1.53 -2.07 0.76  0.46
4 H -0.58 -3.25 0.64  0.47
5 H 4.78 2.71 -0.65  0.46
6 H 3.78 2.94 0.47  0.46
7 H 1.69 -1.55 -0.23  0.42
8 H 2.79 -1.11 0.72  0.43
9 H 2.92 1.55 0.96  0.45
10 H 4.06 0.66 0.49  0.47
11 H -3.31 -0.90 -0.46  0.45
12 H -3.70 -2.31 -0.07  0.46
13 H -3.59 1.19 1.75  0.47
14 H -3.03 0.89 0.38  0.45
15 H -2.46 1.46 -1.98  0.47
16 H -1.08 0.98 -2.40  0.46
17 O 0.37 -0.18 0.27  -0.89
18 O -0.94 -2.63 1.28  -0.93
19 O 4.05 2.29 -0.19  -0.93
20 O 1.92 -0.85 0.39  -0.89
21 O 3.10 0.73 0.48  -0.90
22 O -3.98 -1.57 -0.61  -0.91
23 O -3.75 1.36 0.82  -0.93
24 O -2.00 0.93 -2.65  -0.93

Most stable structure - run one; separation to the second - 0.184 eV.